[1]
{"formula": "C2H11NO3", "method": "ωB97M-V/def2-TZVPD", "total_charge": 0, "e_lumo_ev": 0.66, "energy_ha": -363.16686, "relative_energy_ev": 2.9262, "homo_lumo_gap_ev": 9.16, "e_homo_ha": -0.312, "smiles": "CNCO.O.O", "symbols": ["C", "N", "C", "O", "H", "H", "H", "H", "H", "H", "H", "O", "H", "H", "O", "H", "H"], "positions_angstrom": [[1.11883, -2.43807, -2.42741], [0.37400, -2.94640, -1.37364], [-0.53905, -1.93348, -0.80470], [0.32341, -0.89608, -0.31100], [0.91172, -3.06550, -3.31633], [0.68687, -1.52013, -2.60062], [2.19065, -2.64608, -2.18472], [-0.18525, -3.79690, -1.13503], [-1.19114, -2.18732, 0.06920], [-1.14528, -1.72535, -1.71156], [1.29544, -0.90412, -0.53383], [-2.59810, 3.87707, 0.45383], [-3.40711, 4.10010, 0.01172], [-2.80396, 3.18699, 1.12841], [1.82759, 4.56489, 5.18337], [2.28023, 3.78360, 4.83057], [0.86115, 4.54680, 4.72172]], "forces_ev_per_angstrom": [[1.2222, -4.5413, -1.6248], [-4.0601, -1.6581, 5.7648], [2.5129, 0.1245, -0.6008], [-0.1499, 1.3138, 0.2073], [0.3037, 0.4263, -0.1585], [0.3535, 2.6215, -0.8174], [-0.4483, 1.3968, -0.6061], [1.8197, 0.1774, -1.9046], [0.6776, -0.4742, -0.9247], [-0.2499, 1.3983, 0.7623], [-1.9838, -0.7876, -0.0915], [0.6174, -0.8863, 1.1334], [-0.6741, -0.0001, -0.1736], [0.0592, 0.8874, -0.9595], [-3.3688, -0.1979, -1.6843], [-0.2796, 0.2388, 0.0338], [3.6483, -0.0392, 1.6441]]}

***

[2]
{"formula": "C10H13NO5Sm", "method": "ωB97M-V/def2-TZVPD", "total_charge": 3, "e_lumo_ev": [-13.75, -13.48], "energy_ha": -1476.61293, "relative_energy_ev": 0.0000, "multiplicity": 6, "homo_lumo_gap_ev": [6.59, 6.88], "e_homo_ha": [-0.748, -0.748], "s_squared": 8.76, "symbols": ["Sm", "C", "O", "C", "O", "C", "O", "C", "O", "C", "H", "H", "C", "H", "H", "C", "N", "C", "C", "C", "O", "H", "H", "H", "H", "H", "H", "H", "H", "H"], "positions_angstrom": [[-0.46764, -0.78889, 1.20532], [1.44821, -0.55324, 2.61552], [2.28859, -0.42186, 3.39886], [-0.96172, -1.46088, 3.65319], [-0.95030, -1.75224, 4.78226], [-0.22520, -3.21074, 1.80310], [-0.16143, -4.30648, 2.16422], [-0.65571, 1.04140, 2.85868], [-0.62788, 1.74233, 3.77877], [-3.93919, -0.24337, 0.12946], [-3.81519, 0.84261, 0.06086], [-3.57277, -0.85010, -0.70861], [-4.11639, -0.80654, 1.32109], [-4.04445, -1.88196, 1.44206], [-4.21570, -0.21515, 2.22369], [2.56354, 1.35102, -3.00385], [1.66914, 0.45406, -2.27812], [1.68805, -0.96618, -2.64647], [0.94885, 0.88891, -1.28852], [0.85574, 2.31962, -0.85962], [0.28530, -0.00694, -0.62709], [3.05083, 0.76282, -3.77775], [3.33644, 1.75867, -2.33233], [2.01277, 2.18653, -3.46122], [2.71068, -1.30551, -2.61316], [1.08567, -1.56550, -1.97858], [1.34088, -1.07451, -3.66379], [-0.18826, 2.60458, -0.69770], [1.37052, 2.45821, 0.09459], [1.28659, 2.99935, -1.59485]], "forces_ev_per_angstrom": [[-2.7081, 0.2995, -3.7477], [6.0026, 0.6524, 4.8437], [-3.8667, -0.6044, -3.7008], [-0.2127, -1.8459, 7.1731], [-0.1896, 1.5131, -5.9541], [0.6354, -6.5385, 1.7014], [-0.3108, 5.0636, -1.6907], [-0.0504, 4.6626, 5.1349], [-0.2155, -3.1427, -4.3206], [2.2884, 0.4679, -0.3058], [-0.6754, -0.2894, -0.3153], [-0.9319, 0.2610, -0.0825], [1.0854, -0.3960, 0.8422], [-0.4690, -0.1094, 0.0113], [-0.5855, 0.0076, -0.0231], [0.5512, 0.6265, -0.4476], [-0.4792, 0.4166, 0.7710], [0.2046, 0.0300, -0.0827], [0.7572, 0.1975, -1.1634], [-0.0096, 0.0022, -0.2355], [-1.0240, -0.5484, 2.1666], [-0.0169, 0.1861, -0.0497], [-0.2892, -0.2268, -0.2276], [0.1637, -0.4237, 0.0476], [0.4008, -0.1325, 0.0350], [-0.0394, 0.0627, -0.1049], [-0.1898, 0.0365, -0.2776], [0.0334, -0.1578, -0.1651], [0.1897, -0.0239, -0.0523], [-0.0485, -0.0464, 0.2203]]}

***

[3]
{"formula": "Br2H2O2Si", "method": "ωB97M-V/def2-TZVPD", "total_charge": 0, "e_lumo_ev": -0.59, "energy_ha": -5589.30015, "relative_energy_ev": 2.8583, "homo_lumo_gap_ev": 9.55, "e_homo_ha": -0.373, "smiles": "O=[Si](O)Br.Br", "symbols": ["O", "Si", "O", "Br", "H", "Br", "H"], "positions_angstrom": [[-0.09514, -0.39885, -0.51607], [-0.01622, 0.25459, 0.85826], [-0.97039, 0.42136, 2.12052], [1.82757, 0.92370, 1.65444], [-1.81147, 0.07756, 2.32969], [0.78090, -0.48223, -3.91936], [0.28474, -0.79612, -2.52747]], "forces_ev_per_angstrom": [[-0.4970, 0.3509, 0.5373], [0.1736, -0.9505, -0.8391], [0.8168, 0.6345, -0.0214], [0.9934, 0.4984, 0.1846], [-1.4766, -0.6170, -0.0194], [-0.5634, -0.3997, 1.5154], [0.5532, 0.4834, -1.3573]]}

***

[4]
{"formula": "CH7NO2", "method": "ωB97M-V/def2-TZVPD", "total_charge": 0, "e_lumo_ev": -3.73, "energy_ha": -247.26652, "relative_energy_ev": 6.8789, "homo_lumo_gap_ev": 5.87, "e_homo_ha": -0.353, "symbols": ["N", "C", "O", "H", "H", "H", "H", "H", "H", "H", "O"], "positions_angstrom": [[0.72148, -0.57525, -0.78559], [-0.32883, -0.16125, 0.00178], [2.25266, 0.30725, 0.84824], [-1.43646, -0.28868, -0.46934], [1.56496, -0.61399, -0.13687], [-0.20213, 0.92212, 0.20901], [-0.34646, -0.71614, 0.94168], [2.99130, 0.16762, 1.45035], [0.89402, -0.06541, -1.64367], [-3.54408, 0.07021, -0.28720], [-2.61954, 0.37023, -0.16301]], "forces_ev_per_angstrom": [[-2.7645, 0.1978, 0.1442], [5.1807, -0.2870, 0.6802], [-1.3627, -0.0500, -0.5170], [-3.8653, 1.1226, -0.3081], [2.1457, -0.4330, 1.4716], [-1.4242, 0.2090, -0.6229], [-0.0940, -0.0087, -0.2270], [0.2571, -0.4393, -0.3424], [-0.0940, 0.4007, 0.1650], [0.8785, -0.7759, -0.3216], [1.1428, 0.0638, -0.1220]]}